ORCA calculation (the ωB97M-V functional and the def2-TZVPD basis) on 4 unconnected molecules or ions with the total composition C5H14O3 in a non-equilibrium geometry.

Calculated values
SMILES ... C=CC(=C)C.O.O.O
LUMO level ... 0.748 eV
Energy ... -11552.6953 eV
Frontier orbital gap ... 9.62 eV
Energy above the lowest of the compared OMol25 structures with the same formula, charge and spin ... 137.8 kJ/mol
Molar mass ... 122.16 g mol⁻¹

Last column: Löwdin charge in e.
CARTESIAN COORDINATES (ANGSTROEM)
O  1.935  3.761  -1.897  -0.058
O  -6.108  -2.026  1.239  -0.064
O  5.529  -1.488  2.992  -0.056
C  0.093  -1.417  0.190  -0.074
C  -1.584  0.231  -1.893  -0.002
C  1.141  0.849  0.168  0.035
C  -1.087  0.668  -0.750  -0.149
C  0.157  0.026  -0.179  -0.374
H  5.586  -0.717  3.559  0.029
H  -1.380  1.538  -0.186  0.102
H  -0.893  -1.735  0.529  0.080
H  5.291  -2.207  3.578  0.027
H  -6.520  -1.308  0.751  0.028
H  1.308  4.481  -1.971  0.031
H  1.777  3.124  -2.598  0.034
H  -1.210  -0.585  -2.502  0.063
H  -2.449  0.703  -2.350  0.048
H  0.281  -2.060  -0.667  0.073
H  1.077  1.931  0.029  0.051
H  -5.916  -2.676  0.549  0.036
H  0.809  -1.727  0.949  0.076
H  2.162  0.635  0.461  0.064